The following is a DFT calculation (the ωB97M-V functional and the def2-TZVPD basis) of 13 unconnected molecules or ions with the total composition C37H70BBr25NO7P.

Structure (XYZ):
```
142
Properties=species:S:1:pos:R:3:forces:R:3:lowdin_charge:R:1
C 0.23275 2.33494 -2.77085 -0.3 0.0 0.3 -0.10
C -1.37715 2.06409 -2.75227 0.6 -0.4 0.2 -0.13
B -1.61909 0.44674 -2.91348 -0.7 1.1 -1.7 -0.39
O -1.67411 -0.02419 -4.29684 1.5 0.0 2.2 0.03
C -1.74826 -0.57796 -1.65053 -1.8 -0.3 -0.1 -0.24
P -0.41576 -1.91549 -2.01831 0.2 -2.2 3.8 0.83
O -0.47907 -3.01669 -0.94108 -0.1 1.9 -2.1 -0.44
C -3.06344 -1.53123 -1.57074 0.4 0.1 -1.0 -0.36
O -3.67734 -1.93672 -2.56891 1.5 0.8 4.0 0.10
O -3.27309 -1.80373 -0.19409 0.0 -1.0 -2.3 0.00
C -2.85122 -0.74022 0.75511 -0.7 0.2 -2.4 -0.36
N -4.13784 0.01255 0.89711 1.4 -0.3 0.4 0.07
C -2.19631 -1.36708 2.05834 0.1 -1.2 -0.1 -0.05
C -3.22525 -2.00232 3.09329 -2.6 2.0 1.2 -0.66
O -4.19295 -1.43985 3.61611 3.6 -1.9 -2.2 -0.01
Br -2.87496 -3.89934 3.63997 -0.1 0.9 -0.5 0.62
C -1.78465 0.05441 -0.17982 1.5 1.1 1.0 -0.16
C -0.25110 0.11923 0.30272 -0.3 0.2 0.3 -0.16
C 0.05008 1.21500 1.44053 1.0 0.1 -0.1 -0.17
C 1.01381 0.69216 2.63163 -0.3 1.2 -0.8 -0.17
C 2.46736 0.23896 2.14878 0.4 0.1 1.4 -0.22
O 2.49513 -0.99889 1.37295 -1.4 -0.9 2.7 -0.10
C 2.02066 -2.09150 2.17383 0.5 -2.5 -3.0 -0.27
O 2.01308 -3.21310 1.64546 0.0 3.4 1.9 0.04
H 0.57316 2.86429 -3.71645 -0.6 -0.7 1.2 0.01
H 0.82073 1.34549 -2.70508 -0.7 1.6 0.1 0.07
H 0.45576 3.01317 -1.88111 0.1 -1.1 -1.2 0.08
H -1.83205 2.66628 -3.60251 0.3 -0.9 1.1 0.11
H -1.80736 2.39995 -1.75290 0.6 -0.1 -1.4 0.09
H -0.85013 0.26696 -4.75700 -1.1 0.1 0.2 0.10
H -0.54768 -2.45192 -3.33603 -0.2 0.8 0.3 0.05
H 0.88778 -1.29747 -1.89412 -0.8 0.1 -0.8 0.04
H -4.85011 -0.57713 1.35677 0.7 0.3 -0.1 0.01
H -4.53611 0.18422 -0.04723 0.6 -0.1 0.8 0.09
H -1.49537 -2.21068 1.70275 -1.1 1.3 0.5 0.13
H -1.54803 -0.63024 2.64284 -1.2 -0.7 -0.9 0.13
H -2.17730 1.13251 -0.06352 0.5 -1.5 -1.0 0.15
H 0.36201 0.44037 -0.61910 -0.9 -0.7 1.5 0.09
H 0.05561 -0.94290 0.61057 -0.2 1.6 -0.5 0.10
H 0.63022 2.07975 0.94153 -1.0 -1.2 0.7 0.10
H -0.90179 1.67252 1.87916 1.2 -0.8 -0.5 0.12
H 1.17493 1.60998 3.31262 -0.2 -1.5 -0.8 0.12
H 0.45921 -0.10940 3.21921 1.0 0.9 -0.6 0.09
H 3.09167 0.03346 3.10121 -0.9 0.5 -1.3 0.13
H 3.04896 1.04296 1.57727 -1.3 -1.4 0.6 0.04
H 1.63025 -1.95562 3.24050 0.8 0.5 -1.3 0.11
Br 3.55552 3.47575 1.81670 0.1 0.3 0.0 0.68
C 5.32070 2.86794 2.38520 -0.1 0.1 0.2 -0.66
C 6.39278 3.85475 1.98851 0.1 -0.2 -0.2 -0.73
Br 6.81157 3.72052 0.08946 -0.1 0.1 0.0 0.63
H 5.46788 1.87496 1.95951 0.1 0.2 0.0 0.04
H 5.25752 2.78669 3.47152 0.0 0.1 -0.1 0.07
H 7.32896 3.63301 2.50193 -0.2 0.0 0.0 0.04
H 6.11672 4.89056 2.17929 0.0 -0.2 0.0 0.01
Br -7.01918 -4.78055 4.69509 -0.2 0.0 -0.2 0.57
C -7.45006 -5.26720 2.85787 0.2 -0.2 0.2 -0.69
C -6.71619 -4.38962 1.87520 -0.2 0.0 -0.2 -0.68
Br -7.54457 -2.62959 1.74301 0.2 0.0 0.1 0.60
H -8.53386 -5.21279 2.75901 0.2 0.1 -0.1 0.05
H -7.13251 -6.30631 2.75693 0.0 0.1 -0.1 0.06
H -6.77387 -4.80612 0.86849 0.0 0.0 0.1 0.06
H -5.67038 -4.23011 2.13775 -0.2 -0.1 0.1 0.02
Br -6.63121 1.29397 2.39644 -0.2 0.2 0.0 0.67
C -8.04141 2.08460 1.31041 0.0 0.0 0.4 -0.68
C -8.97331 1.02279 0.78694 -0.2 0.1 -0.3 -0.67
Br -8.17149 0.06056 -0.70860 0.0 0.0 0.0 0.59
H -7.55709 2.66030 0.52214 -0.1 -0.1 0.0 0.05
H -8.56869 2.76649 1.97936 0.0 -0.1 -0.1 0.06
H -9.88229 1.47049 0.38120 0.1 0.0 0.0 0.03
H -9.24429 0.28006 1.53717 0.1 0.1 -0.1 0.05
Br -12.09990 2.73750 -1.58239 0.1 -0.1 0.1 0.60
C -11.41029 1.42360 -2.84658 0.0 0.2 -0.1 -0.69
C -12.41664 0.32968 -3.10473 0.1 -0.3 0.0 -0.69
Br -12.47999 -0.93430 -1.62304 -0.1 0.1 0.0 0.60
H -10.46830 1.05520 -2.44015 -0.2 0.0 0.0 0.00
H -11.21157 1.98589 -3.76031 -0.1 -0.1 0.1 0.06
H -12.12453 -0.26369 -3.97229 0.0 0.1 0.1 0.06
H -13.43080 0.70096 -3.24947 0.2 0.0 0.0 0.05
Br 8.89913 2.89033 -3.87667 0.0 0.0 0.1 0.60
C 7.85716 1.41238 -3.14851 0.2 -0.1 -0.2 -0.74
C 6.59235 1.19276 -3.93741 -0.3 0.0 0.1 -0.72
Br 5.24602 2.53250 -3.49632 0.0 0.0 -0.1 0.58
H 7.67606 1.63822 -2.09761 -0.1 0.0 -0.2 0.02
H 8.50926 0.54291 -3.22085 -0.2 0.1 0.0 -0.04
H 6.13665 0.23671 -3.67659 0.2 0.3 -0.1 -0.05
H 6.74298 1.23533 -5.01602 0.1 0.1 0.2 0.06
Br 10.18604 -1.49565 -2.63736 0.0 -0.1 0.1 0.67
C 9.12127 -2.95829 -1.91406 0.2 0.0 -0.2 -0.68
C 7.85537 -3.16410 -2.71034 -0.2 -0.1 0.2 -0.66
Br 6.51738 -1.81099 -2.28011 0.1 -0.4 0.2 0.72
H 8.93767 -2.72920 -0.86443 0.0 0.0 -0.2 0.03
H 9.76471 -3.83684 -1.98231 -0.1 0.1 0.0 0.06
H 7.38848 -4.11529 -2.45045 0.1 0.1 0.0 0.06
H 8.01262 -3.12462 -3.78781 0.1 0.0 0.2 0.06
Br 9.97463 -1.26405 2.52122 -0.1 0.0 0.1 0.60
C 8.91153 -2.72718 3.24632 0.3 0.0 -0.1 -0.70
C 7.64786 -2.93327 2.44922 -0.3 -0.1 0.2 -0.69
Br 6.31068 -1.58089 2.87536 0.0 0.0 -0.1 0.61
H 8.72701 -2.49767 4.29530 -0.1 0.0 -0.2 0.05
H 9.55522 -3.60566 3.17922 -0.1 0.0 0.0 0.06
H 7.18046 -3.88427 2.70872 0.1 0.1 0.0 0.06
H 7.80655 -2.89412 1.37181 0.0 0.0 0.2 0.03
Br -1.90649 -2.62124 -8.64889 0.0 0.1 0.1 0.60
C -2.63150 -0.95686 -7.94050 -0.1 -0.2 -0.1 -0.69
C -2.13620 0.23335 -8.72450 0.0 0.2 0.1 -0.69
Br -0.29815 0.67789 -8.24912 0.0 0.0 0.0 0.60
H -2.36649 -0.91825 -6.88382 0.0 0.1 -0.1 0.04
H -3.71386 -1.05520 -8.03534 0.1 0.1 0.0 0.06
H -2.71634 1.12390 -8.47849 0.0 -0.1 0.0 0.06
H -2.15677 0.07871 -9.80291 0.0 -0.1 0.2 0.05
Br 1.69076 3.85627 -6.17173 0.0 0.1 -0.1 0.62
C 1.22052 4.62401 -7.89997 -0.2 -0.2 0.1 -0.69
C 2.32354 4.42015 -8.90821 0.1 0.2 -0.2 -0.70
Br 3.79429 5.66373 -8.60897 0.0 -0.1 0.0 0.61
H 0.98175 5.67307 -7.72759 0.1 -0.1 -0.1 0.05
H 0.31632 4.09634 -8.20831 0.1 0.0 0.0 0.04
H 1.96794 4.63834 -9.91618 0.0 0.0 0.1 0.06
H 2.74670 3.41627 -8.88657 -0.1 0.1 0.1 0.05
Br 0.71574 -5.44018 8.53803 -0.1 0.0 -0.1 0.60
C 0.30186 -5.92661 6.69689 0.1 -0.1 0.2 -0.69
C 1.04646 -5.05273 5.71880 -0.1 0.0 -0.3 -0.67
Br 0.22355 -3.29150 5.57697 0.2 0.1 0.1 0.60
H -0.78094 -5.86933 6.58831 0.2 0.1 0.0 0.05
H 0.61788 -6.96633 6.59988 0.0 0.1 -0.1 0.06
H 0.99560 -5.47143 4.71243 0.0 0.0 0.1 0.06
H 2.09013 -4.89527 5.98905 -0.2 -0.1 0.1 0.05
Br 11.07331 6.90133 1.58405 -0.1 -0.1 0.0 0.61
C 9.17804 7.21181 1.25448 0.2 0.1 -0.1 -0.69
C 8.48721 7.73974 2.48750 -0.3 -0.1 0.0 -0.68
Br 8.16414 6.31694 3.78087 0.1 0.2 0.1 0.65
H 8.75934 6.27193 0.89440 0.0 0.1 0.1 0.03
H 9.14636 7.94964 0.45143 -0.1 0.0 0.1 0.06
H 7.49803 8.12652 2.23806 0.1 -0.1 0.0 0.06
H 9.05534 8.51388 3.00234 0.0 -0.2 -0.1 0.05
Br -6.67109 -4.12331 8.00279 0.1 0.1 0.3 0.58
C -7.39123 -2.46507 8.72886 -0.2 -0.2 -0.2 -0.69
C -6.90466 -1.26949 7.94786 0.1 0.2 0.1 -0.69
Br -5.06339 -0.82572 8.40842 -0.1 0.0 -0.1 0.60
H -7.11632 -2.43294 9.78273 0.0 0.1 -0.2 0.05
H -8.47449 -2.56443 8.64362 0.1 0.1 0.0 0.06
H -7.48347 -0.38110 8.20467 0.0 -0.1 0.0 0.06
H -6.93540 -1.41820 6.86851 0.0 -0.1 0.2 0.05
```
Positions in Å, forces in eV/Å.

Computed properties:
HOMO ... -9.402 eV
Kohn-Sham gap ... 9.581 eV
Spin multiplicity ... 1
Maximum force ... 4.64 eV/Å